Entry 1:
7 unconnected molecules or ions with the total composition H14O7 in a non-equilibrium geometry, computed with ωB97M-V/def2-TZVPD.

```
21
Properties=species:S:1:pos:R:3:lowdin_charge:R:1
O -3.242 -0.017 -0.548 -0.072
H -2.911 -0.885 -0.244 0.013
H -3.072 0.138 -1.482 0.034
O -0.684 2.565 -1.075 -0.034
H 0.033 3.113 -1.406 0.069
H -1.173 3.228 -0.508 0.111
O 0.076 0.449 0.126 0.035
H -0.161 1.201 -0.379 -0.006
H -0.503 -0.111 0.118 -0.138
O 2.842 -0.163 0.254 -0.049
H 3.532 -0.050 0.861 0.020
H 1.909 0.112 0.282 0.002
O -1.269 -1.961 0.325 -0.097
H -0.216 -2.075 0.204 0.122
H -1.280 -1.852 1.283 0.049
O 0.766 0.521 2.627 -0.154
H 0.150 0.865 1.868 0.063
H 1.053 -0.439 2.681 0.056
O 1.389 -1.897 -1.583 -0.006
H 1.796 -1.276 -1.075 -0.076
H 0.963 -1.467 -2.330 0.055
```

Its orbital gap is 10.77 eV. The value obtained for the total energy is -534.9972 hartree. The HOMO energy comes out at -10.68 eV. As for the SMILES: O.O.O.O.O.O.O. Its spin multiplicity is 1. The value obtained for the energy relative to the best compared isomer or geometry (same formula, charge and spin) is 3.4462 eV.

***

Entry 2:
7 unconnected molecules or ions with the total composition H14O7 in a non-equilibrium geometry, computed with ωB97M-V/def2-TZVPD.

```
21
Properties=species:S:1:pos:R:3:lowdin_charge:R:1
H -0.236 -0.707 0.511 0.024
H 0.213 0.540 1.256 0.010
H 3.778 2.282 -0.879 0.047
H 2.545 1.589 -1.436 0.052
H -6.221 1.065 0.569 0.030
H -4.948 1.013 1.397 0.034
H -1.682 -2.758 -2.984 0.026
H -1.342 -4.217 -3.239 0.032
H 4.039 0.374 -0.676 0.017
H 5.192 0.822 0.206 0.038
H -1.816 -2.178 0.369 0.011
H -1.899 -3.213 1.479 0.038
H 1.011 2.449 1.325 0.037
H 2.248 2.905 2.081 0.049
O -0.578 0.064 0.978 -0.049
O 2.874 2.038 -0.649 -0.092
O -5.273 1.234 0.518 -0.064
O -1.868 -3.487 -3.586 -0.058
O 4.358 0.340 0.233 -0.068
O -2.354 -2.441 1.125 -0.051
O 1.958 2.285 1.402 -0.063
```

Its orbital gap is 10.52 eV. The value obtained for the total energy is -534.9918 hartree. The HOMO energy comes out at -10.42 eV. As for the SMILES: O.O.O.O.O.O.O. Its spin multiplicity is 1. The value obtained for the energy relative to the best compared isomer or geometry (same formula, charge and spin) is 3.5922 eV.

***

Entry 3:
7 unconnected molecules or ions with the total composition H14O7 in a non-equilibrium geometry, computed with ωB97M-V/def2-TZVPD.

```
21
Properties=species:S:1:pos:R:3:lowdin_charge:R:1
H 0.986 -0.950 -1.321 0.035
H -0.467 -0.589 -1.056 0.024
H -1.557 2.142 -2.209 0.052
H -2.584 2.820 -1.317 0.061
H -2.623 -2.523 -3.010 0.023
H -2.140 -3.467 -4.098 0.035
H 4.538 -2.356 0.252 0.029
H 5.383 -1.300 0.946 0.035
H -1.727 -1.574 3.577 0.044
H -1.107 -1.836 2.214 0.032
H -0.274 3.485 -0.947 0.004
H 0.846 3.185 0.036 0.035
H -0.001 0.677 3.112 0.007
H 0.191 2.075 3.676 0.032
O 0.368 -0.210 -1.353 -0.054
O -1.773 2.992 -1.810 -0.060
O -2.927 -3.222 -3.599 -0.059
O 5.324 -1.811 0.131 -0.064
O -0.878 -1.716 3.143 -0.049
O -0.087 3.010 -0.129 -0.096
O 0.509 1.170 3.765 -0.066
```

Its orbital gap is 10.47 eV. The value obtained for the total energy is -535.0327 hartree. The HOMO energy comes out at -10.79 eV. As for the SMILES: O.O.O.O.O.O.O. Its spin multiplicity is 1. The value obtained for the energy relative to the best compared isomer or geometry (same formula, charge and spin) is 2.4806 eV.